# C4H8OS

C4H8OS as an isolated structure (ωB97M-V/def2-TZVPD, the OMol25 dataset).

```
14
Properties=species:S:1:pos:R:3:nbo_charge:R:1
C -0.15922 1.37580 -0.91926 -0.64
C 0.17598 0.25396 0.01764 -0.03
C -0.93853 -0.58602 0.49760 -0.11
C 1.38651 0.00955 0.69494 -0.52
H -1.36274 1.13283 -1.34524 0.25
H 0.65397 1.27900 -1.65951 0.25
H -0.13930 2.20520 -0.04024 0.23
H -1.79818 -0.04826 1.02714 0.19
H -0.47340 -1.45514 1.11655 0.16
H -0.87910 -2.32365 -0.28164 0.48
H 2.19929 0.76302 0.39377 0.23
H 1.40775 -0.23164 1.82360 0.24
O -1.41122 -1.24770 -0.59276 -0.72
S 1.33821 -1.12694 -0.73258 -0.01
```

The value obtained for the HOMO-LUMO gap is 0.342 hartree.

---

# C6H8OS

The molecule C6H8OS (ωB97M-V/def2-TZVPD, the OMol25 dataset).

```
16
Properties=species:S:1:pos:R:3:lowdin_spin:R:1
C 0.50987 -1.49185 -0.00757 0.07
C -0.81847 -1.39829 0.09017 0.33
C 1.36473 -0.34729 -0.11997 0.47
C -1.64903 -0.19946 -0.11428 0.05
C 0.52580 1.14082 -0.27749 0.02
C -0.85783 1.01915 0.41082 0.01
O 3.45624 1.11642 -0.23373 0.46
S 3.04134 -0.29544 -0.16867 0.53
H 0.81604 -2.49925 0.12863 -0.01
H -1.33223 -2.29845 0.22369 0.02
H -2.05374 -0.11866 -1.21685 0.02
H -2.59710 -0.41628 0.41739 0.00
H 1.31201 1.68290 0.23636 0.00
H 0.40562 1.46930 -1.33039 0.01
H -1.49765 1.98383 0.53333 0.00
H -0.62561 0.65254 1.42855 0.00
```

The value obtained for the HOMO-LUMO gap (spin up / spin down) is 0.277 / 0.291 hartree. The spin multiplicity is 3.

---

# C28H68CdO15Zn

C28H68CdO15Zn as an isolated structure (ωB97M-V/def2-TZVPD, the OMol25 dataset).

```
113
Properties=species:S:1:pos:R:3:lowdin_spin:R:1
Zn 27.97899 -15.81674 -10.38587 0.00
Cd 23.85144 -10.98207 -15.21670 0.68
C 27.09398 -12.58075 -12.86182 0.00
C 27.24183 -13.80104 -12.09229 0.00
C 25.93660 -14.73691 -11.83717 0.00
O 26.07879 -15.70132 -11.06802 0.00
C 24.71506 -14.35093 -12.62142 0.00
C 24.67616 -13.16234 -13.32226 0.01
C 25.89045 -12.26853 -13.40530 0.01
O 25.85880 -11.12315 -14.04570 0.14
O 23.60955 -12.99174 -14.12123 0.15
O 28.24301 -14.20322 -11.52971 0.00
H 27.94421 -11.91480 -12.86366 0.00
H 23.86927 -15.00948 -12.75314 0.00
C 25.38138 -17.64475 -8.15790 0.00
C 26.48899 -18.10331 -9.19675 0.00
O 27.60518 -17.26402 -8.94277 0.00
H 25.56090 -17.71434 -7.08504 0.00
H 24.51245 -18.28873 -8.29335 0.00
H 25.06283 -16.61318 -8.30788 0.00
H 26.01871 -18.04381 -10.17828 0.00
H 26.64681 -19.17565 -9.08141 0.00
H 27.86749 -17.47377 -8.04343 0.00
C 30.84715 -18.13761 -9.76436 0.00
C 30.82326 -16.73817 -9.21166 0.00
O 29.96237 -16.00993 -10.08677 0.00
H 31.20127 -18.17373 -10.79459 0.00
H 29.88764 -18.63808 -9.63410 0.00
H 31.55700 -18.66274 -9.12525 0.00
H 31.82953 -16.31930 -9.20321 0.00
H 30.37416 -16.78422 -8.21955 0.00
H 30.55546 -15.64633 -10.74832 0.00
C 30.91056 -12.77895 -12.04593 0.00
C 32.14279 -13.65250 -12.13885 0.00
O 31.95328 -14.85897 -11.52147 0.00
H 30.20530 -13.09015 -12.81656 0.00
H 31.17754 -11.73629 -12.21822 0.00
H 30.52777 -12.89026 -11.03144 0.00
H 33.00199 -13.15450 -11.68954 0.00
H 32.38464 -13.77660 -13.19441 0.00
H 32.78802 -15.33137 -11.48072 0.00
C 25.88130 -7.77602 -10.14777 0.00
C 25.31558 -8.46771 -11.43051 0.00
O 24.11275 -9.07732 -11.12363 0.00
H 25.30524 -6.88183 -9.90969 0.00
H 26.90447 -7.45598 -10.34476 0.00
H 25.82691 -8.41697 -9.26782 0.00
H 25.92489 -9.32090 -11.72872 0.00
H 25.21379 -7.81965 -12.30100 0.00
H 23.74033 -9.38942 -11.95159 0.00
C 30.10162 -17.16192 -13.54911 0.00
C 28.62550 -17.02101 -13.32433 0.00
O 28.32097 -17.23080 -11.92338 0.00
H 30.62039 -16.38930 -12.98165 0.00
H 30.24669 -17.00125 -14.61739 0.00
H 30.55749 -18.11223 -13.27127 0.00
H 28.10848 -17.76046 -13.93589 0.00
H 28.28547 -16.01933 -13.58724 0.00
H 27.95994 -18.11064 -11.79246 0.00
C 28.51374 -8.68637 -16.34690 0.00
C 27.97433 -8.25164 -15.02179 0.00
O 26.71247 -7.54787 -15.10261 0.01
H 27.85297 -9.38817 -16.85579 0.00
H 29.50626 -9.10770 -16.18720 0.00
H 28.67216 -7.85637 -17.03546 0.00
H 28.72751 -7.65294 -14.50957 0.00
H 27.82210 -9.11036 -14.36793 0.00
H 26.93261 -6.62893 -15.27199 0.00
C 29.36047 -13.06641 -7.92918 0.00
C 28.50024 -14.31700 -7.73067 0.00
O 27.65206 -14.53968 -8.79609 0.00
H 28.69007 -12.22070 -8.08231 0.00
H 29.93522 -13.05897 -8.85531 0.00
H 29.95275 -12.87039 -7.03539 0.00
H 27.93159 -14.06915 -6.83440 0.00
H 29.19257 -15.13448 -7.52942 0.00
H 26.98829 -13.84838 -8.74026 0.00
C 25.10397 -17.34062 -14.78824 0.00
C 25.62996 -16.22897 -15.71469 0.00
O 26.93402 -16.64393 -16.08210 0.00
H 24.07682 -17.15685 -14.47316 0.00
H 25.72356 -17.42751 -13.89568 0.00
H 25.07299 -18.26036 -15.37239 0.00
H 25.72616 -15.33209 -15.10276 0.00
H 24.94910 -16.09631 -16.55548 0.00
H 26.96487 -17.59036 -16.24000 0.00
C 22.12564 -18.50113 -12.45976 0.00
C 23.20402 -18.68732 -11.40064 0.00
O 22.97894 -19.86058 -10.69660 0.00
H 22.20410 -19.23891 -13.25827 0.00
H 22.36415 -17.58846 -13.00591 0.00
H 21.10698 -18.41576 -12.08144 0.00
H 23.21402 -17.82341 -10.73606 0.00
H 24.20377 -18.78706 -11.82328 0.00
H 22.51098 -19.56606 -9.91183 0.00
C 19.65412 -14.27687 -14.28892 0.00
C 20.68535 -15.15191 -13.62601 0.00
O 21.76723 -15.19657 -14.56886 0.00
H 19.23514 -14.78454 -15.15772 0.00
H 20.10081 -13.30809 -14.51261 0.00
H 18.84552 -14.11418 -13.57633 0.00
H 20.25978 -16.13607 -13.43000 0.00
H 20.98946 -14.81166 -12.63614 0.00
H 22.25815 -14.38507 -14.42027 0.00
C 29.19373 -9.45444 -11.45283 0.00
C 29.59826 -8.02546 -11.71114 0.00
O 29.72734 -7.42987 -10.40034 0.00
H 28.45323 -9.59356 -10.66517 0.00
H 30.03777 -10.08688 -11.17762 0.00
H 28.76670 -9.86287 -12.36875 0.00
H 28.79847 -7.50940 -12.24227 0.00
H 30.51353 -7.93139 -12.29557 0.00
H 30.29735 -6.66366 -10.49829 0.00
```

The value obtained for the HOMO-LUMO gap (spin up / spin down) is 0.227 / 0.267 hartree. As for the total charge: +1. The spin multiplicity is 2.

---

# C4H6N2OS

The molecule C4H6N2OS (ωB97M-V/def2-TZVPD, the OMol25 dataset).

```
14
Properties=species:S:1:pos:R:3:nbo_charge:R:1
C 0.03090 0.13998 0.02313 -0.34
C 0.86555 -1.07344 -0.52141 -0.24
C -0.79524 0.46218 -1.20064 -0.02
C -0.96926 -0.34333 1.13253 0.42
H 1.82847 1.76780 -0.18005 0.12
H 1.87745 -0.79591 -0.83918 0.21
H 1.03398 -1.82139 0.31544 0.22
H 0.18558 -2.20217 -2.36061 0.38
H -1.30715 1.38435 -1.22967 0.21
H -1.74934 -1.14892 0.83391 0.15
N -0.14203 -1.57284 -1.55727 -0.45
N -0.76916 -0.48378 -2.05185 -0.19
O -0.97922 0.08346 2.28578 -0.50
S 1.09696 1.33953 0.86476 0.03
```

The value obtained for the HOMO-LUMO gap is 0.355 hartree.

---

# C5H8O

The molecule C5H8O (ωB97M-V/def2-TZVPD, the OMol25 dataset).

```
14
Properties=species:S:1:pos:R:3:nbo_charge:R:1
C -1.97572 1.21104 -0.46801 -0.67
C -1.47427 -0.18309 -0.27749 -0.02
C -0.19801 -0.63602 -0.24118 -0.43
C 0.99565 0.04637 -0.64909 0.07
C 2.19012 -0.39674 0.10679 -0.25
O 2.02734 -1.02855 1.37168 -0.72
H -2.68991 1.26113 -1.30110 0.23
H -2.53450 1.50356 0.43201 0.23
H -1.17255 1.93292 -0.62784 0.23
H -0.08409 -1.66098 0.13318 0.22
H -2.24808 -0.91215 -0.03574 0.19
H 2.93778 0.41153 0.16964 0.20
H 2.65767 -1.14796 -0.55987 0.24
H 1.56857 -0.40105 1.94702 0.46
```

The value obtained for the HOMO-LUMO gap (spin up / spin down) is 0.277 / 0.278 hartree.